Entry 1:
The following is a DFT calculation (the ωB97M-V functional and the def2-TZVPD basis) of a molecular structure, C3H10NS in a non-equilibrium geometry.

Structure (XYZ):
```
15
Properties=species:S:1:pos:R:3:forces:R:3
C 0.58441 0.93197 0.78649 -1.952 1.772 3.833
C 0.60730 0.06496 -1.44034 0.013 -3.086 0.658
C -0.50598 -1.59063 0.52880 2.935 4.547 4.370
N -0.19810 0.16981 -0.13572 -0.222 -3.082 0.000
S -1.78631 0.83789 -0.36699 -0.894 -1.247 -2.849
H 0.22672 0.79173 1.90207 0.753 0.028 -2.253
H 1.61391 0.80993 0.69822 1.661 -0.842 -0.080
H 0.40759 1.98564 0.57532 0.028 0.168 -0.063
H 1.60695 -0.28128 -1.05725 -0.829 0.527 -0.755
H 0.17531 -0.83723 -1.97698 0.458 1.440 0.195
H 0.68214 0.94740 -2.07616 -0.385 0.120 0.516
H 0.53919 -1.84974 0.95014 -1.963 0.415 -0.587
H -1.35761 -1.51324 1.27192 1.292 0.262 -0.969
H -0.72218 -2.06043 -0.30433 -1.166 -2.313 -4.136
H -1.87334 1.59323 0.64480 0.271 1.291 2.118
```
Positions in Å, forces in eV/Å.

The calculation puts the largest force on an atom at 0.135 Eh/bohr. As for the charge: +1. The LUMO energy is -4.1 eV. Its energy above the lowest of the compared OMol25 structures with the same formula, charge and spin is 75.5 kcal/mol. The orbital gap comes out at 10.3 eV.

***

Entry 2:
The following is a DFT calculation (the ωB97M-V functional and the def2-TZVPD basis) of 2 unconnected molecules or ions with the total composition C3H10NS in a non-equilibrium geometry.

Structure (XYZ):
```
15
Properties=species:S:1:pos:R:3:forces:R:3
C -0.07510 0.57612 2.89174 -0.308 0.422 0.423
N 0.60611 0.71867 1.82557 -0.075 0.403 -0.042
H 0.27920 0.06960 3.78514 0.610 0.789 0.200
H -1.05663 1.05175 2.92319 -0.520 -1.198 -0.397
H 0.04841 0.69047 0.90999 0.279 0.773 0.496
H 1.60584 0.90326 1.85752 0.242 -1.337 -0.199
C 0.89313 -0.60632 -1.72482 0.253 -0.249 1.023
C -0.57266 -0.28840 -1.93631 0.138 0.066 0.565
S -1.40846 0.35557 -0.40179 -0.191 -0.181 -1.097
H 1.39789 -0.84450 -2.65806 0.046 0.231 -0.022
H 1.41885 0.17046 -1.16401 0.097 0.429 -0.598
H 1.03030 -1.45957 -1.05165 -0.320 -0.227 -0.279
H -1.09643 -1.21063 -2.16223 -0.193 0.166 -0.353
H -0.73113 0.47854 -2.68436 -0.038 -0.134 -0.224
H -2.33932 -0.60502 -0.40993 -0.020 0.047 0.503
```
Positions in Å, forces in eV/Å.

The calculation puts the largest force on an atom at 0.027 Eh/bohr. As for the charge: +1. The LUMO energy is -5.7 eV. Its energy above the lowest of the compared OMol25 structures with the same formula, charge and spin is 45.3 kcal/mol. The orbital gap comes out at 7.9 eV.

***

Entry 3:
The following is a DFT calculation (the ωB97M-V functional and the def2-TZVPD basis) of 2 unconnected molecules or ions with the total composition C3H10NS2.

Structure (XYZ):
```
16
Properties=species:S:1:pos:R:3:forces:R:3
C -1.07652 1.31998 2.94405 0.270 0.429 0.031
N -0.00682 1.20711 2.26969 -0.484 -0.233 -0.099
H -0.99833 1.48154 4.01187 -0.249 -0.556 0.155
H -2.02894 1.33139 2.42462 0.020 0.325 0.047
H -0.05443 1.28576 1.22067 0.277 -0.522 0.027
H 0.86904 0.99346 2.73743 0.197 0.554 -0.105
C 0.49560 -2.92731 -0.31880 0.588 -0.069 -0.324
C 0.32038 -1.45142 -0.01661 -0.215 0.293 0.091
S 0.29269 -0.51366 -1.57629 0.149 0.130 0.050
S -0.10405 1.42201 -0.93850 -0.061 -0.336 -0.231
H 1.44477 -3.11766 -0.82966 -0.038 0.151 0.047
H -0.28057 -3.30464 -0.98514 -0.153 -0.038 0.301
H 0.54780 -3.48467 0.61565 -0.286 -0.100 -0.067
H 1.13844 -1.06834 0.59609 0.060 -0.112 -0.008
H -0.62179 -1.27168 0.50516 -0.036 -0.059 -0.024
H -1.42853 1.38836 -1.16617 -0.038 0.142 0.107
```
Positions in Å, forces in eV/Å.

The calculation puts the largest force on an atom at 0.013 Eh/bohr. As for the charge: +1. The LUMO energy is -5.4 eV. Its energy above the lowest of the compared OMol25 structures with the same formula, charge and spin is 29.0 kcal/mol. The orbital gap comes out at 7.3 eV.

***

Entry 4:
The following is a DFT calculation (the ωB97M-V functional and the def2-TZVPD basis) of 2 unconnected molecules or ions with the total composition C3H10NS2 in a non-equilibrium geometry.

Structure (XYZ):
```
16
Properties=species:S:1:pos:R:3:forces:R:3
C -2.82838 0.25076 -0.89649 2.050 -1.756 -1.692
C 1.35264 -0.91890 -0.15648 -0.022 1.309 3.156
C -1.85756 -0.12986 0.19558 0.817 0.308 0.509
N 2.62578 -0.07058 0.24717 -1.373 0.539 -1.272
S -0.94163 1.25225 1.01647 -0.570 -2.080 -0.293
S -1.50040 -1.70837 0.49392 -0.747 1.116 0.125
H -3.21213 1.24819 -0.98104 -0.267 0.421 0.487
H -3.57523 -0.56156 -0.89452 0.089 0.705 -0.392
H -2.12397 0.10977 -1.85500 -1.730 0.214 1.710
H 0.73809 -0.15953 -0.54802 -0.803 0.719 -0.757
H 1.53906 -1.63346 -0.84788 1.036 -2.154 -2.076
H 2.06004 0.62125 0.84109 2.123 -0.944 -0.151
H 2.90316 0.50531 -0.64391 -0.169 -1.530 2.152
H 3.45286 -0.62391 0.66075 -1.732 1.446 -0.461
H -1.77430 2.14662 0.56080 -0.384 0.969 -0.331
H 0.73437 -1.35302 0.70557 1.683 0.717 -0.716
```
Positions in Å, forces in eV/Å.

The calculation puts the largest force on an atom at 0.066 Eh/bohr. As for the charge: +1. The LUMO energy is -3.9 eV. Its energy above the lowest of the compared OMol25 structures with the same formula, charge and spin is 53.8 kcal/mol. The orbital gap comes out at 8.5 eV.

***

Entry 5:
The following is a DFT calculation (the ωB97M-V functional and the def2-TZVPD basis) of a gas-phase ion, C3H10NS2 (charge +1) in a non-equilibrium geometry.

Structure (XYZ):
```
16
Properties=species:S:1:pos:R:3:forces:R:3
N -0.11377 -0.18757 1.33933 -0.361 0.697 0.384
C -0.78227 0.32681 0.08518 -0.049 -0.575 -0.555
C -0.78168 1.84913 0.04823 0.991 -1.070 -0.240
C 0.00955 -0.28958 -1.10124 -0.403 0.035 1.488
S 0.26715 -2.08567 -0.90107 -0.575 -0.037 -0.183
S 2.28701 -2.22370 -1.24918 0.331 -0.186 0.015
H -0.60693 0.05679 2.20187 -0.481 -0.475 -0.193
H 0.76902 0.28530 1.48703 0.726 -0.091 -0.362
H 0.03093 -1.20571 1.20140 0.123 0.066 0.235
H -1.78310 -0.09751 0.08275 -0.174 0.078 0.250
H 0.26444 2.15762 -0.05436 -0.083 0.240 0.140
H -1.18710 2.24515 0.96531 -0.432 0.457 -0.004
H -1.27279 2.15912 -0.86712 -0.390 0.297 0.198
H 0.97139 0.20262 -1.02477 0.327 0.020 -0.882
H -0.56535 -0.14644 -2.00377 0.291 0.431 -0.344
H 2.49350 -3.04636 -0.20958 0.161 0.114 0.053
```
Positions in Å, forces in eV/Å.

The calculation puts the largest force on an atom at 0.030 Eh/bohr. As for the charge: +1. The LUMO energy is -3.5 eV. Its energy above the lowest of the compared OMol25 structures with the same formula, charge and spin is 8.8 kcal/mol. The orbital gap comes out at 9.1 eV.

***

Entry 6:
The following is a DFT calculation (the ωB97M-V functional and the def2-TZVPD basis) of a gas-phase ion, C3H10NSe (charge +1) in a non-equilibrium geometry.

Structure (XYZ):
```
15
Properties=species:S:1:pos:R:3:forces:R:3
C -0.60881 -0.75727 1.69407 2.851 0.649 -0.891
C -0.34914 0.82590 -0.13987 0.363 1.639 -1.865
C 0.99732 0.64232 -0.98370 -0.922 -2.414 3.168
N -1.06618 -0.41555 0.32944 -0.366 -2.255 -1.573
Se 0.68481 -0.22154 -2.71984 1.744 -1.009 0.783
H 0.41961 -1.18115 1.54988 -1.018 0.114 0.535
H -0.48412 0.18342 2.20913 -0.218 0.005 0.445
H -1.26234 -1.39923 2.18346 -1.051 -1.238 0.762
H -0.96396 1.33663 -0.90281 -0.382 -0.189 0.859
H -0.18314 1.53628 0.72943 -0.300 -1.140 -0.966
H 1.66354 0.01844 -0.25620 -0.525 1.094 -1.926
H 1.35820 1.63168 -1.10594 0.596 0.751 -0.066
H -0.88068 -1.29367 -0.33953 -0.174 2.460 1.321
H -2.11286 -0.37163 0.34402 1.066 0.645 -0.258
H -0.56802 0.37705 -2.84921 -1.663 0.889 -0.328
```
Positions in Å, forces in eV/Å.

The calculation puts the largest force on an atom at 0.079 Eh/bohr. As for the charge: +1. The LUMO energy is -3.5 eV. Its energy above the lowest of the compared OMol25 structures with the same formula, charge and spin is 4.4 kcal/mol. The orbital gap comes out at 9.5 eV.

***

Entry 7:
The following is a DFT calculation (the ωB97M-V functional and the def2-TZVPD basis) of 2 unconnected molecules or ions with the total composition C3H10O in a non-equilibrium geometry.

Structure (XYZ):
```
14
Properties=species:S:1:pos:R:3:forces:R:3
C 1.14260 -1.44446 -0.42019 -1.992 0.281 1.163
C 0.00369 -1.30034 -1.45185 0.931 -0.249 -0.275
H 0.87589 -0.93546 0.50997 -0.049 0.084 -0.071
H 1.11028 -2.49795 -0.13555 1.043 -0.034 -0.245
H 2.07837 -0.98149 -0.70875 0.245 -0.574 -0.394
H -0.29814 -0.27488 -1.66128 0.257 0.065 -0.248
H -0.91180 -1.83768 -1.21511 0.087 -0.122 0.427
H 0.41959 -1.79315 -2.33485 -0.476 0.414 -0.435
C -0.91960 2.00828 1.54449 1.485 -0.508 -0.281
O 0.08409 1.30983 0.76390 -0.113 0.297 1.113
H -0.23466 1.22024 -0.12146 -0.264 -0.155 -0.684
H -0.35877 2.73673 2.13626 -0.370 0.183 -0.121
H -1.60175 2.47423 0.84931 -0.496 0.295 0.287
H -1.38980 1.31611 2.24512 -0.289 0.025 -0.237
```
Positions in Å, forces in eV/Å.

The calculation puts the largest force on an atom at 0.045 Eh/bohr. The LUMO energy is 1.0 eV. Its energy above the lowest of the compared OMol25 structures with the same formula, charge and spin is 19.9 kcal/mol. The orbital gap comes out at 11.3 eV.

***

Entry 8:
The following is a DFT calculation (the ωB97M-V functional and the def2-TZVPD basis) of 2 unconnected molecules or ions with the total composition C3H10O2 in a non-equilibrium geometry.

Structure (XYZ):
```
15
Properties=species:S:1:pos:R:3:forces:R:3
O 0.49570 1.52296 1.18407 1.352 0.627 1.069
C -0.17856 0.24872 -0.65712 -0.650 -1.223 -1.870
C -1.81592 1.11456 1.04310 -0.688 -0.097 -0.137
C -0.43735 0.55650 0.74538 -0.159 1.162 1.235
H 0.48610 2.38586 0.71962 -0.523 -1.116 0.056
H -0.35436 1.10301 -1.33231 0.001 -0.193 0.289
H -0.93456 -0.52664 -0.86659 0.346 0.090 -0.692
H 0.82055 -0.16764 -0.86934 -0.385 0.205 0.349
H -1.90442 1.33625 2.11996 0.058 -0.088 -0.465
H -2.61119 0.40310 0.76385 0.191 0.277 0.086
H -1.96614 2.04974 0.47788 -0.041 -0.271 0.162
H -0.33754 -0.36694 1.35134 0.509 0.618 -0.080
O 2.66896 -3.15440 -1.24801 0.732 -0.193 -0.967
H 3.45198 -3.74913 -1.28561 -0.838 0.658 0.006
H 2.61673 -2.75599 -2.14623 0.095 -0.457 0.958
```
Positions in Å, forces in eV/Å.

The calculation puts the largest force on an atom at 0.045 Eh/bohr. The LUMO energy is 0.8 eV. Its energy above the lowest of the compared OMol25 structures with the same formula, charge and spin is 8.5 kcal/mol. The orbital gap comes out at 10.9 eV.